# 1
Here is a structure of composition C55H71F3GaN12O3 at a distorted geometry from the OMol25 dataset. Energies are from ωB97M-V/def2-TZVPD.

HOMO-LUMO gap   6.71 eV
HOMO level   -4.9099 eV
Total charge   -1

Geometry (Å):
C: 2.0009 4.6781 6.9035
C: 0.6879 3.7380 7.0948
C: 1.1590 2.2160 6.9584
O: 1.8588 1.6859 7.8702
O: 0.7794 1.4809 5.8047
C: 1.8967 1.4685 4.8252
C: 1.4816 0.4020 3.7015
Ga: 2.0576 0.9906 1.7736
C: 3.8508 2.0124 2.0023
O: 3.8413 3.3854 1.4773
C: 4.7174 3.5516 0.3980
F: 6.0642 3.2258 0.6697
F: 4.7194 4.9492 0.0741
F: 4.1878 2.8976 -0.7360
N: 2.1948 -0.6510 0.7494
C: 2.8428 -0.5032 -0.3746
C: 4.4501 -0.4618 -0.5296
C: 2.0273 -0.3979 -1.7749
C: 0.5104 2.2108 1.1057
C: 0.2067 2.5209 -0.3892
C: -1.0406 3.4307 -0.6897
C: -1.8367 3.9280 0.5330
N: -1.5633 3.6961 1.9105
C: -0.4304 2.8661 2.1483
H: 2.4430 4.8639 7.9356
H: 1.7812 5.6383 6.3331
H: 2.7340 4.0605 6.2698
H: -0.0509 3.9434 6.2330
H: 0.1374 3.9538 8.0769
H: 2.0258 2.4999 4.3550
H: 2.8517 1.1065 5.3396
H: 1.9183 -0.6432 3.8866
H: 0.3292 0.3399 3.6476
H: 4.6940 1.3674 1.5876
H: 4.0551 2.1085 3.1370
H: 5.0013 -0.5114 0.4656
H: 4.7218 -1.4409 -1.0871
H: 4.8066 0.3824 -1.2186
H: 1.9478 -1.4915 -2.1514
H: 0.9516 -0.0479 -1.6240
H: 2.5986 0.1680 -2.5837
H: 0.8603 2.1059 -1.2183
H: -1.3097 3.6505 -1.7763
H: -2.7662 4.5662 0.3003
H: -0.1792 2.6537 3.2520
N: 1.1614 8.5320 -1.9152
C: -0.1507 8.7661 -2.2299
C: -0.8848 7.6804 -1.8174
C: 0.0172 6.7599 -1.2269
C: 1.2716 7.3133 -1.2988
H: 1.9259 9.1582 -2.1061
H: -0.4475 9.6811 -2.7198
H: -1.9530 7.5624 -1.9273
H: -0.2250 5.7991 -0.7961
H: 2.2309 6.9457 -0.9667
N: -2.4267 0.1528 -1.1212
C: -2.4686 0.1893 -2.4886
C: -3.6170 -0.4468 -2.8962
C: -4.2949 -0.8776 -1.7300
C: -3.5373 -0.4905 -0.6501
H: -1.6902 0.5418 -0.5488
H: -1.6792 0.6622 -3.0527
H: -3.9337 -0.5852 -3.9200
H: -5.2329 -1.4108 -1.6845
H: -3.6930 -0.6189 0.4102
N: -0.0176 1.1650 -5.3472
C: 0.6183 1.4406 -6.5280
C: 1.5201 0.4332 -6.7688
C: 1.4200 -0.4871 -5.6963
C: 0.4613 -0.0108 -4.8363
H: -0.7279 1.7376 -4.9214
H: 0.3757 2.3281 -7.0924
H: 2.1777 0.3655 -7.6227
H: 1.9865 -1.3973 -5.5680
H: 0.0805 -0.4050 -3.9060
N: 0.5146 -3.4607 -4.2192
C: -0.3544 -4.3464 -3.6423
C: 0.0779 -5.6174 -3.9349
C: 1.2552 -5.4937 -4.7128
C: 1.5019 -4.1510 -4.8699
H: 0.4402 -2.4573 -4.1720
H: -1.2043 -3.9970 -3.0756
H: -0.3998 -6.5341 -3.6223
H: 1.8562 -6.2972 -5.1130
H: 2.2922 -3.6289 -5.3882
N: 4.3770 -4.8356 -2.5661
C: 4.2790 -5.5160 -1.3840
C: 5.5505 -5.8388 -0.9738
C: 6.4488 -5.3282 -1.9430
C: 5.6961 -4.7118 -2.9121
H: 3.5981 -4.4793 -3.1000
H: 3.3158 -5.7130 -0.9379
H: 5.8056 -6.3811 -0.0746
H: 7.5262 -5.4027 -1.9323
H: 5.9845 -4.1980 -3.8166
N: -3.2994 3.4073 -5.4367
C: -3.6748 4.3933 -6.3088
C: -3.9015 3.8117 -7.5326
C: -3.6595 2.4228 -7.3914
C: -3.2925 2.2020 -6.0872
H: -3.0656 3.5465 -4.4663
H: -3.7466 5.4204 -5.9850
H: -4.2090 4.3290 -8.4302
H: -3.7452 1.6678 -8.1595
H: -3.0266 1.2940 -5.5669
N: -6.5836 2.2868 -9.0521
C: -6.6235 2.3257 -10.4199
C: -7.7700 1.6891 -10.8294
C: -8.4497 1.2551 -9.6648
C: -7.6952 1.6406 -8.5833
H: -5.8489 2.6750 -8.4782
H: -5.8341 2.8004 -10.9827
H: -8.0848 1.5523 -11.8534
H: -9.3872 0.7206 -9.6219
H: -7.8527 1.5098 -7.5235
N: -0.0558 -0.3139 8.6398
C: -1.3720 -0.0873 8.3440
C: -2.0970 -1.1745 8.7708
C: -1.1842 -2.0878 9.3506
C: 0.0679 -1.5287 9.2581
H: 0.7084 0.3198 8.4339
H: -1.6795 0.8248 7.8550
H: -3.1658 -1.2969 8.6766
H: -1.4166 -3.0478 9.7879
H: 1.0335 -1.8907 9.5772
N: -3.0770 -1.3883 13.2058
C: -3.1113 -1.3604 11.8372
C: -4.2460 -2.0178 11.4290
C: -4.9245 -2.4537 12.5951
C: -4.1814 -2.0486 13.6766
H: -2.3530 -0.9854 13.7772
H: -2.3278 -0.8784 11.2745
H: -4.5545 -2.1674 10.4052
H: -5.8539 -3.0024 12.6381
H: -4.3415 -2.1737 14.7368
N: 4.0989 -8.8525 -0.1827
C: 4.4746 -10.1673 -0.1217
C: 3.4839 -10.8621 0.5289
C: 2.4703 -9.9324 0.8679
C: 2.8762 -8.7011 0.4136
H: 4.6390 -8.1102 -0.6027
H: 5.4126 -10.4943 -0.5441
H: 3.4881 -11.9221 0.7365
H: 1.5459 -10.1406 1.3862
H: 2.4018 -7.7328 0.4645

Atoms 1-6, force components in eV/Å:
C -0.161 -1.102 -0.044
C -0.301 0.005 -1.342
C 1.086 -0.951 1.961
O -2.337 1.828 -3.215
O 1.414 2.116 1.999
C 0.024 -1.793 -1.503

Atom charges from the Mulliken analysis, given in e for atoms 1 to 99: atom 1 (C): -0.937, atom 2 (C): -0.420, atom 3 (C): 0.527, atom 4 (O): -0.754, atom 5 (O): -0.288, atom 6 (C): -0.483, atom 7 (C): -0.666, atom 8 (Ga): -0.137, atom 9 (C): -0.342, atom 10 (O): -0.337, atom 11 (C): 0.808, atom 12 (F): -0.243, atom 13 (F): -0.292, atom 14 (F): -0.215, atom 15 (N): -0.187, atom 16 (C): 0.084, atom 17 (C): -1.108, atom 18 (C): -0.117, atom 19 (C): 0.340, atom 20 (C): -0.192, atom 21 (C): -0.763, atom 22 (C): -0.399, atom 23 (N): -0.556, atom 24 (C): 0.003, atom 25 (H): 0.283, atom 26 (H): 0.300, atom 27 (H): 0.262, atom 28 (H): 0.265, atom 29 (H): 0.337, atom 30 (H): 0.195, atom 31 (H): 0.412, atom 32 (H): 0.323, atom 33 (H): 0.269, atom 34 (H): 0.197, atom 35 (H): 0.212, atom 36 (H): 0.286, atom 37 (H): 0.289, atom 38 (H): 0.198, atom 39 (H): 0.133, atom 40 (H): -0.288, atom 41 (H): 0.376, atom 42 (H): 0.487, atom 43 (H): 0.496, atom 44 (H): 0.316, atom 45 (H): 0.220, atom 46 (N): 0.052, atom 47 (C): -0.459, atom 48 (C): -0.743, atom 49 (C): 0.301, atom 50 (C): -1.020, atom 51 (H): 0.185, atom 52 (H): 0.385, atom 53 (H): 0.391, atom 54 (H): 0.384, atom 55 (H): 0.531, atom 56 (N): 0.235, atom 57 (C): -0.481, atom 58 (C): -0.327, atom 59 (C): -0.751, atom 60 (C): -0.585, atom 61 (H): 0.102, atom 62 (H): 0.509, atom 63 (H): 0.447, atom 64 (H): 0.411, atom 65 (H): 0.452, atom 66 (N): 0.211, atom 67 (C): -0.427, atom 68 (C): -1.022, atom 69 (C): 0.406, atom 70 (C): -0.280, atom 71 (H): 0.092, atom 72 (H): 0.460, atom 73 (H): 0.402, atom 74 (H): 0.366, atom 75 (H): -0.245, atom 76 (N): 0.323, atom 77 (C): -0.451, atom 78 (C): -0.657, atom 79 (C): -0.453, atom 80 (C): -0.653, atom 81 (H): 0.150, atom 82 (H): 0.461, atom 83 (H): 0.414, atom 84 (H): 0.416, atom 85 (H): 0.449, atom 86 (N): 0.215, atom 87 (C): -0.567, atom 88 (C): -0.457, atom 89 (C): -0.646, atom 90 (C): -0.469, atom 91 (H): 0.169, atom 92 (H): 0.372, atom 93 (H): 0.637, atom 94 (H): 0.413, atom 95 (H): 0.382, atom 96 (N): 0.114, atom 97 (C): -0.678, atom 98 (C): -0.412, atom 99 (C): -0.918

***

# 2
Here is an isolated molecule of C3H4O3 at a distorted geometry from the OMol25 dataset. Energies are from ωB97M-V/def2-TZVPD.

HOMO-LUMO gap   10.46 eV
Relative energy (zero: lowest compared OMol25 entry of this formula, charge and spin)   61.5 kcal/mol
HOMO level   -9.9409 eV
Total charge   0

Geometry (Å):
C: 1.3056 0.2529 -0.0819
C: -1.3850 0.1359 -0.1731
C: -0.2809 -0.5766 -0.0427
O: 2.1648 -0.5053 -0.3908
O: 1.8099 1.6385 0.2099
O: -0.0677 -1.8403 0.2948
H: -2.3722 -0.2946 -0.0790
H: -1.3458 1.1846 -0.4064
H: 1.0919 2.2770 0.2181
H: -0.9207 -2.2720 0.4512

Atoms 1-6, force components in eV/Å:
C 0.239 -0.656 -0.285
C -0.310 -0.205 -0.136
C 2.596 3.584 0.877
O -0.245 0.396 0.269
O -2.097 -2.934 -0.584
O -0.010 -0.218 -0.142

Charges computed using natural (NBO), reported in e: atom 1 (C): 0.729, atom 2 (C): -0.546, atom 3 (C): 0.308, atom 4 (O): -0.526, atom 5 (O): -0.708, atom 6 (O): -0.649, atom 7 (H): 0.206, atom 8 (H): 0.218, atom 9 (H): 0.476, atom 10 (H): 0.492

***

# 3
Here is a structure of composition C24H16F3ReS2Sb2Se4 at a distorted geometry from the OMol25 dataset. Energies are from ωB97M-V/def2-TZVPD.

HOMO-LUMO gap (spin up / spin down)   5.44 / 5.37 eV
Relative energy (zero: lowest compared OMol25 entry of this formula, charge and spin)   0.9 kcal/mol
HOMO level (spin up / spin down)   -14.0080 / -13.9968 eV
Total charge   +2

Geometry (Å):
Re: 0.4289 2.2242 0.3053
S: 2.6366 2.4697 -0.0741
C: 2.8795 4.1368 -0.5312
C: 4.1579 4.6451 -0.6990
C: 4.3078 5.9856 -1.0185
C: 3.2027 6.8206 -1.1474
C: 1.9233 6.3188 -0.9987
C: 1.7639 4.9644 -0.7033
S: 0.1732 4.2668 -0.6959
H: 5.0193 4.0014 -0.6049
H: 5.2977 6.3789 -1.1837
H: 3.3523 7.8623 -1.3789
H: 1.0532 6.9486 -1.1070
Se: -2.9195 5.2108 0.4247
Sb: -2.5838 2.9600 1.0952
Se: -1.0412 1.0968 -1.1773
Se: -0.1069 2.7417 2.4159
Se: -3.6969 1.0537 1.9582
F: -6.2957 -4.1741 -0.0163
C: -5.1508 -3.5114 -0.0625
C: -5.1253 -2.2524 -0.6473
C: -3.9254 -1.5685 -0.7220
C: -2.7821 -2.1665 -0.2178
C: -2.8116 -3.4192 0.3741
C: -4.0075 -4.1015 0.4611
Sb: -0.8317 -1.3168 -0.4099
C: 0.4460 -2.5998 -1.5709
C: 1.7646 -2.8042 -1.1909
C: 2.5302 -3.7203 -1.8854
C: 1.9584 -4.4262 -2.9338
F: 2.6937 -5.3164 -3.5810
C: 0.6384 -4.2211 -3.3146
C: -0.1277 -3.2988 -2.6251
C: -0.0305 -0.9038 1.5431
C: -0.8484 -1.0202 2.6602
C: -0.3439 -0.6831 3.9055
C: 0.9788 -0.2660 4.0116
F: 1.4787 0.0175 5.2067
C: 1.8032 -0.1415 2.8985
C: 1.2796 -0.4347 1.6474
H: -6.0332 -1.8284 -1.0466
H: -3.9038 -0.5869 -1.1789
H: -1.9077 -3.8626 0.7636
H: -4.0665 -5.0786 0.9148
H: 2.2138 -2.2814 -0.3553
H: 3.5574 -3.9047 -1.6162
H: 0.2306 -4.7898 -4.1348
H: -1.1593 -3.1369 -2.9120
H: -1.8738 -1.3662 2.5726
H: -0.9540 -0.7448 4.7936
H: 2.8284 0.1786 3.0157
H: 1.9267 -0.3576 0.7733

Atoms 1-6, force components in eV/Å:
Re 1.445 2.244 -0.980
S -0.835 -0.467 0.494
C -0.159 0.585 -0.390
C -0.149 -0.108 0.034
C -0.100 0.129 -0.033
C 0.228 -0.043 -0.003

Charges computed using natural (NBO), reported in e: atom 1 (Re): 0.027, atom 2 (S): 0.221, atom 3 (C): -0.118, atom 4 (C): -0.212, atom 5 (C): -0.147, atom 6 (C): -0.175, atom 7 (C): -0.153, atom 8 (C): -0.309, atom 9 (S): 0.407, atom 10 (H): 0.243, atom 11 (H): 0.246, atom 12 (H): 0.247, atom 13 (H): 0.241, atom 14 (Se): -0.202, atom 15 (Sb): 0.973, atom 16 (Se): -0.201, atom 17 (Se): 0.084, atom 18 (Se): -0.345, atom 19 (F): -0.280, atom 20 (C): 0.454, atom 21 (C): -0.261, atom 22 (C): -0.202, atom 23 (C): -0.373, atom 24 (C): -0.215, atom 25 (C): -0.257, atom 26 (Sb): 1.638, atom 27 (C): -0.355, atom 28 (C): -0.207, atom 29 (C): -0.257, atom 30 (C): 0.458, atom 31 (F): -0.279, atom 32 (C): -0.254, atom 33 (C): -0.202, atom 34 (C): -0.384, atom 35 (C): -0.194, atom 36 (C): -0.240, atom 37 (C): 0.426, atom 38 (F): -0.282, atom 39 (C): -0.218, atom 40 (C): -0.310, atom 41 (H): 0.259, atom 42 (H): 0.235, atom 43 (H): 0.231, atom 44 (H): 0.261, atom 45 (H): 0.225, atom 46 (H): 0.257, atom 47 (H): 0.261, atom 48 (H): 0.238, atom 49 (H): 0.248, atom 50 (H): 0.263, atom 51 (H): 0.254, atom 52 (H): 0.233

***

no.,DFT total energy (a.u.)
1,-5245.32980
2,-342.35786
3,-12184.06232